No. 1
Molecular formula: C15H25N6O5S2Yb
Method: DFT, ωB97M-V with the def2-TZVPD basis set

The geometry in XYZ format:
```
54
Properties=species:S:1:pos:R:3:nbo_charge:R:1
Yb 0.473 0.486 -1.116 1.83
N 1.779 -0.727 1.434 -0.83
C 0.732 -1.750 1.662 -0.14
C -0.088 -1.623 2.919 -0.42
C 0.747 -1.923 4.189 -0.43
C 0.786 -3.401 4.572 -0.24
N 1.894 -4.156 3.987 -0.54
C 3.155 -3.983 4.329 0.68
N 4.169 -4.657 3.733 -0.78
N 3.557 -3.014 5.175 -0.77
C -0.030 -1.427 0.392 0.76
O -0.949 -0.626 0.479 -0.66
O 0.571 -1.644 -0.715 -0.77
H 2.369 -1.049 0.698 0.39
H 2.270 -0.493 2.242 0.38
H 1.156 -2.790 1.501 0.19
H -0.921 -2.366 2.803 0.23
H -0.570 -0.673 3.009 0.25
H 0.201 -1.414 5.021 0.25
H 1.729 -1.495 4.143 0.20
H -0.152 -3.831 4.197 0.25
H 0.824 -3.550 5.660 0.22
H 1.768 -4.858 3.309 0.42
H 3.953 -5.453 3.118 0.42
H 5.160 -4.663 4.001 0.44
H 2.816 -2.548 5.709 0.42
H 4.438 -3.072 5.685 0.44
O -5.605 1.690 -6.000 -0.68
C -6.002 2.164 -4.762 0.09
N -4.988 2.859 -3.973 -0.60
C -4.149 2.095 -3.299 0.66
O -4.074 0.878 -3.362 -0.63
C -3.145 2.774 -2.355 -0.14
C -3.044 4.112 -1.931 -0.10
C -2.029 4.480 -1.057 -0.23
C -1.138 3.509 -0.604 0.07
N -1.252 2.230 -0.968 -0.58
C -2.265 1.860 -1.750 0.09
H -5.093 0.904 -5.825 0.48
H -6.378 1.392 -4.108 0.18
H -6.766 2.847 -4.947 0.19
H -4.892 3.871 -3.956 0.41
H -3.802 4.803 -2.275 0.23
H -1.950 5.451 -0.672 0.24
H -0.397 3.771 0.111 0.21
H -2.387 0.814 -2.022 0.24
C 4.384 2.177 -4.032 -0.27
O 3.157 1.397 -4.135 -0.46
C 2.329 1.295 -3.137 0.13
S 2.826 1.669 -1.499 -0.26
S 0.804 0.712 -3.641 -0.14
H 4.222 3.133 -3.519 0.21
H 4.768 2.258 -5.038 0.23
H 5.030 1.555 -3.379 0.21
```

Output
Total energy ... -88328.9436 eV
Total charge ... +2
Highest occupied orbital energy (spin up / spin down) ... -0.525 / -0.526 Ha
Orbital gap (spin up / spin down) ... 9.44 / 8.56 eV
Spin multiplicity ... 2
ΔE to the lowest compared entry with this formula, charge and spin ... 1.3408 eV

***

No. 2
Molecular formula: C15H25NO2S
Method: DFT, ωB97M-V with the def2-TZVPD basis set

The geometry in XYZ format:
```
44
Properties=species:S:1:pos:R:3:nbo_charge:R:1
C 4.140 0.129 -3.214 -0.59
C 2.741 -0.455 -3.049 -0.41
H 2.832 -1.492 -2.715 0.19
H 2.240 -0.442 -4.021 0.20
C 1.942 0.359 -2.034 -0.47
C 0.534 -0.094 -1.793 0.42
N 0.103 -1.168 -2.435 -0.75
H 0.693 -1.674 -3.070 0.40
C -0.334 0.594 -0.923 -0.47
C -1.676 0.087 -0.711 0.61
O -2.139 -0.882 -1.322 -0.65
H -0.878 -1.424 -2.248 0.45
C -2.610 0.802 0.240 -0.51
C -1.985 1.785 1.222 -0.19
C -0.942 2.612 0.480 -0.51
C 0.114 1.796 -0.240 0.58
O 1.267 2.208 -0.259 -0.62
H -0.431 3.305 1.152 0.23
H -1.445 3.209 -0.289 0.23
C -1.449 1.158 2.517 -0.41
C -0.247 0.223 2.415 -0.32
C 0.401 0.032 3.780 -0.61
H 0.787 0.981 4.148 0.21
H -0.329 -0.351 4.490 0.21
H 1.228 -0.672 3.723 0.21
H 0.487 0.612 1.707 0.22
S -0.798 -1.403 1.757 0.18
C 0.791 -2.066 1.146 -0.51
C 0.540 -3.336 0.356 -0.62
H -0.164 -3.143 -0.449 0.22
H 1.473 -3.707 -0.065 0.21
H 0.118 -4.103 1.001 0.21
H 1.437 -2.261 2.003 0.21
H 1.240 -1.294 0.519 0.20
H -2.264 0.614 3.001 0.21
H -1.166 1.981 3.181 0.21
H -2.780 2.468 1.549 0.21
H -3.188 0.035 0.760 0.24
H -3.313 1.343 -0.404 0.23
H 2.471 0.368 -1.078 0.25
H 1.910 1.406 -2.348 0.25
H 4.713 -0.449 -3.936 0.21
H 4.085 1.158 -3.562 0.21
H 4.672 0.119 -2.266 0.21
```

Output
Total energy ... -32382.0893 eV
Highest occupied orbital energy ... -0.304 Ha
Orbital gap ... 8.99 eV
SMILES string ... CCCC(N)=C1C(=O)CC(C[C@@H](C)SCC)CC1=O
ΔE to the lowest compared entry with this formula, charge and spin ... 0.0889 eV

***

No. 3
Molecular formula: C15H25NO8S4
Method: DFT, ωB97M-V with the def2-TZVPD basis set

The geometry in XYZ format:
```
53
Properties=species:S:1:pos:R:3:nbo_charge:R:1
C 4.772 -0.550 2.547 -0.74
C 3.898 -0.624 1.325 0.80
O 4.180 -1.366 0.410 -0.58
O 2.760 0.095 1.244 -0.51
C 2.508 1.063 2.260 -0.06
C 1.027 1.422 2.194 -0.47
C 0.300 0.193 2.578 -0.06
C -0.406 -0.683 1.881 0.08
N -0.705 -0.664 0.515 -0.50
C 0.076 -1.202 -0.254 0.24
S 1.110 -1.718 -1.272 0.16
C -0.800 -1.759 2.861 0.75
O -1.693 -2.548 2.849 -0.50
O 0.072 -1.632 3.941 -0.51
C 0.267 -0.251 3.999 0.76
O 0.332 0.387 5.010 -0.52
H 4.931 0.474 2.859 0.23
H 4.248 -1.039 3.362 0.24
H 5.688 -1.074 2.352 0.25
H 3.109 1.951 2.119 0.19
H 2.690 0.677 3.257 0.18
H 0.759 1.787 1.209 0.29
H 0.851 2.150 2.977 0.24
C -4.070 1.849 3.657 -0.83
S -3.248 0.958 2.331 1.26
O -2.131 1.822 1.868 -0.99
C -4.570 1.133 1.129 -0.83
H -3.388 1.892 4.504 0.24
H -4.310 2.859 3.325 0.23
H -4.976 1.316 3.945 0.23
H -4.777 2.190 0.965 0.23
H -5.461 0.621 1.492 0.23
H -4.238 0.673 0.200 0.24
C -0.629 -4.801 -4.033 -0.83
S 0.046 -3.175 -4.389 1.26
O -1.019 -2.183 -4.092 -0.99
C 0.092 -3.376 -6.175 -0.83
H -0.779 -4.872 -2.958 0.25
H -1.582 -4.923 -4.548 0.23
H 0.079 -5.565 -4.355 0.23
H -0.910 -3.593 -6.546 0.23
H 0.777 -4.185 -6.431 0.23
H 0.451 -2.445 -6.608 0.24
C -0.853 2.606 -2.242 -0.83
S 0.774 2.253 -1.572 1.27
O 0.917 3.063 -0.334 -0.99
C 1.698 3.077 -2.874 -0.83
H -1.590 2.208 -1.547 0.25
H -0.983 3.684 -2.342 0.23
H -0.958 2.115 -3.209 0.23
H 1.396 4.123 -2.934 0.23
H 1.511 2.571 -3.821 0.23
H 2.756 3.013 -2.629 0.24
```

Output
Total energy ... -77168.3509 eV
Highest occupied orbital energy ... -0.326 Ha
Orbital gap ... 9.03 eV

***

No. 4
Molecular formula: C15H25O4PTi
Method: DFT, ωB97M-V with the def2-TZVPD basis set

The geometry in XYZ format:
```
46
Properties=species:S:1:pos:R:3:nbo_charge:R:1
Ti -0.009 -1.131 -0.330 0.42
O -1.873 -0.093 -2.717 -0.30
C -1.166 -0.527 -1.901 0.51
C 0.844 -0.078 1.231 0.53
O 1.303 0.674 1.983 -0.29
C -1.767 -0.280 0.425 0.50
O -2.654 0.391 0.741 -0.33
C 1.746 -0.339 -1.140 0.51
O 2.609 0.334 -1.525 -0.28
C -0.433 3.795 -1.073 -0.40
H 0.190 3.770 -1.984 0.21
H -1.509 3.762 -1.304 0.21
C 0.059 3.843 0.179 -0.40
H -0.563 3.788 1.084 0.20
H 1.133 3.883 0.406 0.20
C 0.505 -3.418 -2.553 -0.61
C -0.140 -4.256 -1.454 -0.46
C 0.363 -5.697 -1.404 -0.62
P -0.021 -3.362 0.183 0.90
C -1.332 -3.419 1.483 -0.47
C -1.831 -4.856 1.649 -0.62
C -1.032 -2.656 2.787 -0.61
C 1.644 -3.448 0.988 -0.49
C 1.751 -4.565 2.032 -0.61
C 2.874 -3.412 0.065 -0.61
H 1.571 -3.286 -2.345 0.22
H 0.016 -2.436 -2.691 0.19
H 0.396 -3.889 -3.534 0.28
H -1.216 -4.270 -1.674 0.26
H 1.454 -5.760 -1.324 0.22
H -0.071 -6.191 -0.534 0.23
H 0.029 -6.253 -2.293 0.26
H -2.121 -2.831 1.000 0.23
H -1.040 -5.486 2.079 0.23
H -2.694 -4.868 2.333 0.25
H -2.145 -5.288 0.684 0.23
H -0.737 -1.601 2.648 0.19
H -1.961 -2.641 3.373 0.27
H -0.271 -3.150 3.396 0.23
H 1.661 -2.473 1.508 0.22
H 1.487 -5.539 1.598 0.23
H 2.793 -4.599 2.391 0.25
H 1.097 -4.387 2.892 0.23
H 2.982 -2.457 -0.471 0.19
H 3.782 -3.512 0.686 0.26
H 2.894 -4.218 -0.680 0.23
```

Output
Total energy ... -56534.7974 eV
Total charge ... +2
Highest occupied orbital energy (spin up / spin down) ... -0.557 / -0.557 Ha
Orbital gap (spin up / spin down) ... 5.68 / 5.33 eV
Spin multiplicity ... 3

***

No. 5
Molecular formula: C15H26BrClN3O18S4
Method: DFT, ωB97M-V with the def2-TZVPD basis set

The geometry in XYZ format:
```
68
Properties=species:S:1:pos:R:3:nbo_charge:R:1
N 4.495 1.733 -3.494 -0.76
C 3.498 0.850 -3.438 0.73
N 3.354 -0.367 -2.622 -0.58
C 1.869 -0.655 -2.482 -0.26
C 1.198 0.703 -3.087 0.14
C -0.209 0.245 -3.703 -0.54
C -1.303 -0.167 -2.619 0.57
O -1.096 -0.751 -1.544 -0.50
Cl -3.055 0.241 -3.060 -0.06
C 1.102 1.784 -1.910 -0.59
C 1.543 3.263 -2.313 0.47
O 2.355 3.843 -1.542 -0.50
Br 0.970 4.253 -3.925 0.03
N 2.213 0.920 -4.181 -0.59
H 5.497 1.530 -3.391 0.46
H 4.228 2.732 -3.580 0.46
H 3.594 0.036 -1.684 0.41
H 1.493 -1.015 -1.465 0.29
H 1.713 -1.378 -3.368 0.23
H -0.650 1.145 -4.281 0.26
H -0.039 -0.662 -4.390 0.28
H 1.799 1.407 -1.067 0.31
H 0.052 1.869 -1.443 0.29
H 2.079 1.758 -4.767 0.42
C 0.456 1.900 3.042 -0.12
C 1.904 2.280 3.304 -0.10
O 2.659 1.113 2.965 -0.66
S 1.912 0.331 1.761 2.53
O 2.537 0.711 0.521 -0.96
O 1.732 -1.034 2.148 -0.86
O 0.486 1.092 1.859 -0.68
H 0.053 1.294 3.858 0.25
H -0.179 2.773 2.891 0.21
H 2.078 2.565 4.341 0.23
H 2.224 3.093 2.645 0.19
C -3.196 -2.388 4.782 -0.10
C -3.328 -1.218 3.819 -0.10
O -2.931 -0.071 4.572 -0.66
S -1.799 -0.513 5.646 2.53
O -0.508 -0.209 5.094 -0.93
O -2.209 -0.072 6.943 -0.87
O -2.023 -2.116 5.549 -0.68
H -4.048 -2.433 5.467 0.20
H -3.099 -3.342 4.263 0.21
H -4.344 -1.099 3.445 0.22
H -2.639 -1.323 2.975 0.19
C -5.781 2.851 2.039 -0.10
C -7.140 2.366 2.522 -0.10
O -6.857 1.535 3.648 -0.68
S -5.537 2.102 4.408 2.52
O -5.965 2.913 5.507 -0.87
O -4.597 1.024 4.553 -0.90
O -5.020 3.086 3.224 -0.68
H -5.271 2.080 1.454 0.18
H -5.856 3.764 1.447 0.21
H -7.678 1.807 1.756 0.22
H -7.758 3.201 2.864 0.20
C 4.873 -4.051 -3.626 -0.10
C 3.947 -5.168 -3.170 -0.10
O 2.906 -5.205 -4.146 -0.68
S 3.516 -4.777 -5.588 2.51
O 3.818 -5.969 -6.321 -0.87
O 2.712 -3.719 -6.122 -0.90
O 4.911 -4.147 -5.049 -0.68
H 4.468 -3.069 -3.362 0.18
H 5.876 -4.152 -3.211 0.22
H 3.536 -4.988 -2.176 0.21
H 4.458 -6.134 -3.182 0.20
```

Output
Total energy ... -183194.7811 eV
Total charge ... +1
Highest occupied orbital energy ... -0.463 Ha
Orbital gap ... 8.43 eV
ΔE to the lowest compared entry with this formula, charge and spin ... 3.0278 eV

***

Q: Number 5 is which compound?
A: C15H26BrClN3O18S4

***

Q: Among the records above, which one has the lowest total energy?
A: C15H26BrClN3O18S4

***

Q: total energy of number 2 (C15H25NO2S)?
A: -32382.0893 eV

***

Q: The highest total energy belongs to which entry?
A: C15H25NO2S